[1]
Molecular formula: C35H51As2N2O13PSSiTe2Ti
Method: DFT, wB97M-V/def2-TZVPD

Output
Energy above the lowest of the compared OMol25 structures with the same formula, charge and spin = 15.21 kcal/mol
Net charge = -2
DFT total energy = -9338.114165 hartree
Kohn-Sham gap (alpha / beta) = 4.66 / 5.91 eV
F_max = 2.009 eV/A
HOMO energy (alpha / beta) = -1.061 / -2.312 eV
2S+1 = 3

Positions of all 109 atoms, in Å:
Ti1 0.168 -0.381 -0.279
C1 6.270 3.183 -2.552
Si1 5.094 3.222 -1.083
C2 4.209 4.862 -1.134
C3 6.127 3.231 0.486
C4 4.200 1.568 -1.051
C5 5.008 0.460 -1.082
C6 4.491 -0.819 -0.864
C7 3.173 -0.912 -0.535
N1 2.302 0.127 -0.542
C8 2.775 1.386 -0.900
S1 1.719 2.683 -1.179
H1 6.897 4.083 -2.581
H2 5.707 3.128 -3.490
H3 6.934 2.311 -2.511
H4 4.949 5.674 -1.155
H5 3.576 4.975 -0.250
H6 3.555 4.938 -2.004
H7 6.767 4.120 0.552
H8 6.761 2.339 0.549
H9 5.464 3.214 1.359
H10 6.079 0.576 -1.248
H11 5.110 -1.705 -0.873
H12 2.774 -1.863 -0.240
C9 -4.287 -3.321 -0.013
O1 -3.933 -1.946 0.056
C10 -3.595 -1.389 -1.130
O2 -3.839 -1.962 -2.172
C11 -2.922 -0.101 -1.018
C12 -2.612 0.605 -2.254
As1 -4.157 1.715 -2.754
C13 -5.652 0.698 -1.970
C14 -3.869 2.922 -1.222
C15 -3.406 2.511 0.039
As2 -2.344 0.908 0.545
C16 -3.550 0.184 1.904
C17 -3.562 3.294 1.233
O3 -2.881 3.175 2.256
O4 -4.578 4.201 1.194
C18 -4.519 5.229 2.166
C19 -4.138 4.316 -1.492
O5 -3.706 5.316 -0.945
O6 -5.003 4.480 -2.569
C20 -5.240 5.830 -2.917
C21 -1.309 0.867 -2.541
O7 -0.326 0.437 -1.758
O8 -0.781 1.472 -3.606
C22 -1.606 1.813 -4.704
H13 -4.269 -3.688 1.011
H14 -3.573 -3.875 -0.621
H15 -5.282 -3.455 -0.440
H16 -5.773 -0.262 -2.471
H17 -6.533 1.316 -2.139
H18 -5.521 0.549 -0.899
H19 -4.546 0.110 1.479
H20 -3.546 0.866 2.746
H21 -3.206 -0.802 2.202
H22 -5.485 5.729 2.139
H23 -3.732 5.944 1.913
H24 -4.326 4.830 3.160
H25 -5.909 5.808 -3.776
H26 -4.316 6.345 -3.180
H27 -5.704 6.378 -2.097
H28 -0.927 2.105 -5.504
H29 -2.269 2.641 -4.476
H30 -2.211 0.962 -5.018
C23 3.170 -9.421 -0.256
C24 2.618 -8.056 0.075
C25 1.761 -7.393 -0.793
C26 1.244 -6.130 -0.506
C27 0.324 -5.467 -1.497
C28 1.594 -5.506 0.698
Te1 0.952 -3.571 1.331
C29 2.466 -6.160 1.586
C30 2.880 -5.521 2.891
C31 2.957 -7.420 1.262
H31 2.790 -9.773 -1.216
H32 2.895 -10.155 0.507
H33 4.262 -9.401 -0.312
H34 1.473 -7.874 -1.725
H35 0.060 -6.151 -2.306
H36 0.787 -4.579 -1.932
H37 -0.590 -5.121 -1.014
H38 2.009 -5.326 3.527
H39 3.367 -4.556 2.722
H40 3.570 -6.165 3.440
H41 3.620 -7.922 1.963
C32 0.279 4.032 1.790
C33 1.275 2.978 2.209
O9 0.836 1.692 1.691
P1 1.446 0.376 2.376
O10 0.653 -0.688 1.568
Te2 3.718 0.258 2.854
O11 0.787 0.404 3.845
C34 -0.646 0.374 4.015
C35 -1.159 -1.049 4.118
H42 0.578 4.991 2.221
H43 -0.723 3.778 2.137
H44 0.259 4.116 0.704
H45 1.343 2.911 3.295
H46 2.269 3.179 1.810
H47 -1.135 0.918 3.208
H48 -0.834 0.913 4.941
H49 -1.060 -1.570 3.167
H50 -2.214 -1.039 4.406
H51 -0.591 -1.595 4.874
O12 -1.019 -1.777 0.137
N2 -0.166 -2.744 -0.412
O13 0.731 -1.942 -1.146

Atom charges from the Mulliken analysis, given in e for atoms 1 to 2: 0.05 -1.17



[2]
Molecular formula: C10H17BN2O
Method: DFT, wB97M-V/def2-TZVPD

Output
Energy above the lowest of the compared OMol25 structures with the same formula, charge and spin = 75.85 kcal/mol
DFT total energy = -600.750257 hartree
Kohn-Sham gap = 7.79 eV
F_max = 5.025 eV/A
HOMO energy = -7.558 eV
2S+1 = 1

Positions of all 31 atoms, in Å:
B1 0.163 -1.888 -0.500
C1 -1.865 -0.608 -1.316
C2 -1.428 -0.642 1.046
C3 -2.978 0.139 -1.083
C4 -2.621 -0.027 1.348
C5 -1.070 -1.050 -0.213
C6 -3.310 0.582 0.209
C7 1.433 1.076 1.288
C8 3.824 0.578 0.826
C9 2.070 0.614 -1.133
C10 2.391 0.210 0.319
N1 0.597 -2.893 -1.339
N2 -4.311 1.473 0.335
O1 2.276 -1.118 0.450
H1 -1.701 -0.812 -2.375
H2 -0.743 -0.800 1.799
H3 -3.400 0.608 -1.975
H4 -2.836 0.425 2.300
H5 0.757 0.263 1.749
H6 2.061 1.421 2.011
H7 0.813 1.782 0.669
H8 4.607 0.435 0.019
H9 3.950 0.036 1.729
H10 3.817 1.673 1.050
H11 2.273 -0.181 -1.807
H12 0.965 0.669 -1.238
H13 2.581 1.543 -1.318
H14 -0.037 -3.454 -2.021
H15 1.507 -3.228 -1.266
H16 -4.679 1.743 -0.533
H17 -5.107 1.429 0.967

Atom charges from the Mulliken analysis, given in e for atoms 1 to 2: 0.58 -0.46



[3]
Molecular formula: C6H9NO
Method: DFT, wB97M-V/def2-TZVPD

Output
Energy above the lowest of the compared OMol25 structures with the same formula, charge and spin = 24.34 kcal/mol
DFT total energy = -363.985449 hartree
SMILES = C=C1CC(C)=C(N)O1
Kohn-Sham gap = 8.38 eV
F_max = 1.531 eV/A
HOMO energy = -7.483 eV
2S+1 = 1

Positions of all 17 atoms, in Å:
C1 2.759 -0.923 0.209
C2 1.505 -0.498 0.206
C3 0.242 -1.210 -0.166
C4 -0.733 -0.053 -0.195
C5 -2.116 -0.182 -0.721
C6 -0.131 1.021 0.348
N1 -0.580 2.320 0.495
O1 1.178 0.813 0.685
H1 3.569 -0.278 0.496
H2 2.986 -1.955 0.008
H3 0.328 -1.691 -1.143
H4 -0.029 -1.979 0.558
H5 -2.110 -0.476 -1.769
H6 -2.671 -0.942 -0.174
H7 -2.649 0.757 -0.638
H8 0.011 2.869 1.103
H9 -1.562 2.406 0.698

Atom charges from the Mulliken analysis, given in e for atoms 1 to 2: -1.01 0.53



[4]
Molecular formula: C18H27N5O8P2SV
Method: DFT, wB97M-V/def2-TZVPD

Output
Net charge = +1
DFT total energy = -3602.607218 hartree
Kohn-Sham gap (alpha / beta) = 6.61 / 6.72 eV
F_max = 6.877 eV/A
HOMO energy (alpha / beta) = -9.732 / -9.847 eV
2S+1 = 3

Positions of all 62 atoms, in Å:
V1 0.000 0.000 0.000
O1 -1.243 -1.833 6.541
C1 -0.666 -0.570 6.238
C2 -0.454 -0.424 4.756
C3 0.581 0.374 4.272
C4 0.719 0.513 2.904
N1 -0.097 -0.070 2.004
C5 -1.120 -0.844 2.456
C6 -1.318 -1.026 3.828
C7 -1.979 -1.453 1.404
C8 -3.088 -2.260 1.669
C9 -3.844 -2.792 0.612
C10 -5.031 -3.668 0.898
O2 -4.616 -4.886 1.500
C11 -3.461 -2.502 -0.694
C12 -2.354 -1.698 -0.886
N2 -1.621 -1.178 0.120
H1 -1.287 -1.895 7.510
H2 0.289 -0.501 6.770
H3 -1.336 0.219 6.595
H4 1.272 0.878 4.940
H5 1.514 1.119 2.478
H6 -2.131 -1.638 4.203
H7 -3.386 -2.493 2.686
H8 -5.575 -3.911 -0.020
H9 -5.729 -3.159 1.572
H10 -3.703 -5.062 1.213
H11 -4.005 -2.889 -1.549
H12 -2.012 -1.439 -1.884
N3 3.014 -2.214 -3.002
C13 2.483 -1.824 -1.713
C14 3.312 -2.448 -0.568
P1 2.542 0.025 -1.564
O3 4.095 0.755 -1.679
O4 1.653 0.742 -2.604
O5 2.041 0.057 0.000
P2 0.720 -2.392 -1.578
O6 -0.380 -1.802 -2.773
O7 0.587 -3.927 -1.601
O8 0.576 -1.959 0.000
H13 4.006 -1.897 -3.098
H14 2.449 -1.780 -3.767
H15 2.980 -3.254 -3.109
H16 4.366 -2.109 -0.633
H17 3.288 -3.555 -0.640
H18 2.908 -2.152 0.425
H19 4.302 0.702 -2.650
H20 -0.117 -2.309 -3.594
C15 -0.191 5.496 0.168
N4 1.171 5.034 0.040
C16 2.277 5.858 -0.032
C17 3.377 5.101 -0.146
N5 3.004 3.782 -0.151
C18 1.606 3.694 -0.035
S1 0.743 2.286 0.000
H21 -0.228 6.588 0.202
H22 -0.621 5.085 1.086
H23 -0.772 5.134 -0.685
H24 2.200 6.934 0.004
H25 4.409 5.406 -0.226
H26 3.619 2.984 -0.226
H27 -1.418 1.030 0.000

Atom charges from the Mulliken analysis, given in e for atoms 1 to 2: 0.20 -0.52



[5]
Molecular formula: C4H11NO2
Method: DFT, wB97M-V/def2-TZVPD

Output
Energy above the lowest of the compared OMol25 structures with the same formula, charge and spin = 55.48 kcal/mol
DFT total energy = -364.179762 hartree
SMILES = CC(=O)N(C)C.O
Kohn-Sham gap = 10.02 eV
F_max = 4.199 eV/A
HOMO energy = -9.501 eV
2S+1 = 1

Positions of all 18 atoms, in Å:
C1 -1.686 1.528 0.293
C2 -0.790 0.429 0.771
O1 -0.570 -0.046 1.901
N1 -0.494 -0.414 -0.270
C3 -0.005 -1.775 0.309
C4 -0.015 -0.003 -1.631
H1 -1.966 1.571 -0.760
H2 -2.716 1.562 0.807
H3 -1.353 2.603 0.474
H4 -0.379 -2.674 -0.323
H5 -0.268 -2.012 1.322
H6 1.149 -1.821 0.472
H7 0.486 -0.901 -1.964
H8 -0.922 0.205 -2.273
H9 0.802 0.724 -1.663
O2 3.228 0.184 1.083
H10 2.987 1.048 0.869
H11 2.511 -0.209 0.585

Atom charges from the Mulliken analysis, given in e for atoms 1 to 2: -1.02 0.81



[6]
Molecular formula: C18H23AuN5O3
Method: DFT, wB97M-V/def2-TZVPD

Output
Net charge = +1
DFT total energy = -1334.595879 hartree
Kohn-Sham gap (alpha / beta) = 6.49 / 6.49 eV
F_max = 3.826 eV/A
HOMO energy (alpha / beta) = -9.538 / -9.537 eV
2S+1 = 1

Positions of all 50 atoms, in Å:
C1 -0.591 -2.063 -4.775
C2 -1.138 -1.183 -5.652
H1 -0.608 -3.121 -5.035
H2 -0.076 -1.731 -3.894
C3 -1.215 0.227 -5.331
C4 -0.805 0.716 -4.125
H3 -0.448 0.087 -3.326
H4 -0.907 1.787 -3.952
C5 -1.658 -1.697 -6.984
H5 -1.482 -2.778 -7.034
H6 -1.149 -1.241 -7.847
H7 -2.737 -1.532 -7.116
C6 -1.773 1.177 -6.372
H8 -2.785 0.897 -6.699
H9 -1.143 1.220 -7.273
H10 -1.824 2.186 -5.950
Au1 0.290 0.234 3.175
O1 0.177 0.040 0.906
C7 0.961 0.403 -0.007
O2 1.300 2.019 2.411
C8 2.113 1.998 1.451
O3 3.166 2.785 1.462
N1 2.029 1.267 0.287
C9 3.923 2.585 0.215
C10 3.141 1.613 -0.618
H11 4.906 2.186 0.483
H12 4.022 3.562 -0.264
H13 3.725 0.722 -0.865
H14 2.769 2.076 -1.536
C11 0.785 -0.105 -1.356
C12 0.056 -1.234 -1.539
H15 1.332 0.428 -2.137
H16 -0.622 -1.566 -0.752
H17 0.218 -1.864 -2.401
N2 -0.697 0.442 7.329
C13 -0.002 1.651 7.398
C14 0.508 1.877 6.145
N3 0.129 0.834 5.320
C15 -0.590 -0.025 6.051
C16 -1.092 -1.203 5.401
N4 -0.814 -1.370 4.099
C17 -1.391 -2.562 3.688
C18 -2.040 -3.116 4.757
N5 -1.843 -2.251 5.836
H18 -1.206 -0.026 8.077
H19 0.069 2.237 8.299
H20 1.111 2.687 5.765
H21 -1.287 -2.902 2.669
H22 -2.611 -4.023 4.833
H23 -2.196 -2.353 6.785

Atom charges from the Mulliken analysis, given in e for atoms 1 to 2: -1.05 1.05